[1]
{
  "formula": "C4H4N2O",
  "method": "wB97M-V/def2-TZVPD",
  "species": ["O", "N", "N", "C", "C", "C", "C", "H", "H", "H", "H"],
  "xyz": [[-1.8146, -1.8571, -0.1214], [0.2032, -0.9545, 0.2009], [0.9139, 0.2280, 0.0107], [2.1856, 0.2279, -0.1240], [-1.6932, 0.4793, -0.0612], [-2.1651, 1.5689, 0.0545], [-1.1381, -0.8750, -0.0514], [0.6187, -1.8514, 0.3129], [-2.6246, 2.5452, 0.0307], [2.6793, 1.1651, -0.2626], [2.8348, -0.6764, 0.0109]],
  "nbo_charge": [-0.546, -0.451, -0.211, -0.122, -0.124, -0.138, 0.614, 0.391, 0.239, 0.194, 0.153],
  "mol_weight_da": 96.089,
  "fmax_ev_per_a": 2.56,
  "smiles": "C#CC(=O)NN=C",
  "orbital_gap_ev": 10.68
}

---

[2]
{
  "formula": "C4H4N2O",
  "method": "wB97M-V/def2-TZVPD",
  "species": ["O", "N", "N", "C", "C", "C", "C", "H", "H", "H", "H"],
  "xyz": [[-0.1044, -0.9814, -0.7216], [2.4059, -0.4362, 1.5377], [-0.1256, 1.1704, -0.0864], [0.7715, 0.0570, -0.4845], [1.7044, -0.2306, 0.6417], [-1.3385, -0.6490, -0.0344], [-1.3553, 0.8297, 0.2161], [0.2446, 2.1046, 0.0357], [1.3495, 0.2927, -1.3845], [-2.1690, -0.9910, -0.6554], [-1.3831, -1.1662, 0.9354]],
  "nbo_charge": [-0.492, -0.277, -0.569, 0.144, 0.217, -0.223, 0.126, 0.415, 0.219, 0.226, 0.215],
  "mol_weight_da": 96.089,
  "fmax_ev_per_a": 1.16,
  "orbital_gap_ev": 10.08
}

---

[3]
{
  "formula": "C4H4N2O",
  "method": "wB97M-V/def2-TZVPD",
  "species": ["O", "N", "N", "C", "C", "C", "C", "H", "H", "H", "H"],
  "xyz": [[2.3879, -1.3064, -0.0351], [0.1099, -1.5980, -0.1329], [-1.2441, 0.3334, -0.0071], [-1.0350, -1.0226, -0.0774], [1.0868, 0.6538, -0.0015], [1.2828, -0.8025, -0.0484], [-0.1492, 1.1715, 0.0093], [-2.0964, 0.6824, 0.4072], [-1.9415, -1.6292, -0.1301], [1.9656, 1.2839, 0.0210], [-0.3668, 2.2337, -0.0049]],
  "nbo_charge": [-0.561, -0.490, -0.575, 0.293, -0.340, 0.593, 0.025, 0.413, 0.188, 0.238, 0.215],
  "mol_weight_da": 96.089,
  "fmax_ev_per_a": 0.48,
  "smiles": "O=c1cc[nH]cn1",
  "orbital_gap_ev": 9.78
}

---

[4]
{
  "formula": "C4H4N2O",
  "method": "wB97M-V/def2-TZVPD",
  "species": ["O", "N", "N", "C", "C", "C", "C", "H", "H", "H", "H"],
  "xyz": [[1.8018, -0.0472, -0.1976], [-2.3889, -0.2225, -0.0645], [-0.1366, -1.1311, 0.1630], [1.0404, 1.1863, 0.0679], [1.0173, -1.0801, 0.0669], [-1.1253, -0.1040, -0.1567], [-0.2991, 1.1525, 0.0250], [1.6263, 2.1281, 0.2030], [1.5537, -1.9841, 0.2245], [-2.7159, 0.6793, 0.0890], [-1.0001, 2.1012, 0.3563]],
  "nbo_charge": [-0.464, -0.581, -0.498, 0.110, 0.431, 0.389, -0.332, 0.228, 0.161, 0.333, 0.222],
  "mol_weight_da": 96.089,
  "fmax_ev_per_a": 12.19,
  "smiles": "[H]/N=c1\\ccocn1",
  "orbital_gap_ev": 9.93
}

---

[5]
{
  "formula": "C4H4N2O2",
  "method": "wB97M-V/def2-TZVPD",
  "species": ["O", "O", "N", "N", "C", "C", "C", "C", "H", "H", "H", "H"],
  "xyz": [[0.9063, 1.4031, -0.1811], [-2.3948, 0.5789, -0.1323], [-0.2794, 2.0247, 0.1370], [2.2417, -0.3746, -0.0128], [0.9622, 0.0647, -0.0443], [-1.0316, 1.0019, -0.0923], [-0.3405, -0.1659, -0.1455], [-1.7998, -0.8157, 0.0883], [-1.8970, -1.3263, 1.1673], [2.7757, -1.3399, -0.4976], [-2.3061, -1.4478, -0.8219], [3.1632, 0.3970, 0.5351]],
  "nbo_charge": [-0.320, -0.485, -0.171, -0.871, 0.462, 0.439, -0.294, -0.079, 0.217, 0.449, 0.209, 0.444],
  "mol_weight_da": 112.088,
  "fmax_ev_per_a": 7.04,
  "orbital_gap_ev": 9.01
}

---

[6]
{
  "formula": "C4H4N2O2",
  "method": "wB97M-V/def2-TZVPD",
  "species": ["O", "O", "N", "N", "C", "C", "C", "C", "H", "H", "H", "H"],
  "xyz": [[-1.1695, -1.3864, 2.3871], [-1.3836, 1.5749, 2.7583], [0.2475, 0.0896, -1.7604], [0.2107, 0.1257, -0.3808], [-0.8826, -0.4691, 1.5767], [-0.1939, -0.8315, 0.3112], [-1.0707, 0.9994, 1.7280], [1.4855, 0.1002, -2.2415], [-0.5794, -1.8497, -0.1620], [2.4528, 0.4008, -1.5640], [-0.7558, 1.4198, 0.5636], [1.6389, -0.1737, -3.2161]],
  "nbo_charge": [-0.438, -0.436, -0.229, -0.240, 0.378, 0.002, 0.319, -0.076, 0.191, 0.179, 0.164, 0.187],
  "mol_weight_da": 112.088,
  "fmax_ev_per_a": 5.56,
  "smiles": "C=N/N=C/C(=O)C=O",
  "orbital_gap_ev": 7.84
}

---

[7]
{
  "formula": "C4H4N2O2",
  "method": "wB97M-V/def2-TZVPD",
  "species": ["O", "O", "N", "N", "C", "C", "C", "C", "H", "H", "H", "H"],
  "xyz": [[-1.1269, 2.5739, -1.3343], [1.7461, -0.1061, -0.5604], [0.8895, -1.5481, 0.9770], [0.1586, 1.8824, 0.4761], [-0.5562, 1.8815, -0.5546], [0.8228, -0.5993, 0.0174], [-0.6900, -0.2893, -0.5234], [-1.6657, -0.9662, -0.7804], [0.0772, -1.7246, 1.5454], [-2.6127, -1.3880, -0.9982], [1.1398, 2.1342, 0.4985], [1.8175, -1.8504, 1.2369]],
  "nbo_charge": [-0.493, -0.584, -0.819, -0.795, 0.838, 0.707, -0.223, -0.125, 0.412, 0.239, 0.428, 0.414],
  "mol_weight_da": 112.088,
  "fmax_ev_per_a": 6.04,
  "smiles": "C#CC(N)=O.N=C=O",
  "orbital_gap_ev": [9.03, 9.03]
}

---

[8]
{
  "formula": "C4H4N2O2",
  "method": "wB97M-V/def2-TZVPD",
  "species": ["O", "O", "N", "N", "C", "C", "C", "C", "H", "H", "H", "H"],
  "xyz": [[2.7457, -0.6968, 0.0934], [1.7108, 1.2816, 0.0013], [-1.0598, -1.0534, -0.1242], [0.4316, 1.8806, -0.0204], [1.5679, -0.0637, 0.0406], [0.1990, -0.3399, -0.0621], [-1.7670, 0.2857, 0.0454], [-0.3928, 0.8847, -0.0933], [-2.3722, 0.5459, -0.8206], [2.5729, -1.5185, -0.7459], [-2.2931, 0.3893, 1.0325], [-1.3431, -1.5954, 0.6534]],
  "nbo_charge": [-0.634, -0.289, -0.572, -0.129, 0.545, -0.094, -0.234, 0.115, 0.216, 0.497, 0.217, 0.362],
  "mol_weight_da": 112.088,
  "fmax_ev_per_a": 6.17,
  "smiles": "Oc1onc2c1NC2",
  "orbital_gap_ev": 8.58
}